Record 1
Below is 3 unconnected molecules or ions with the total composition C21H22BrFN4O10PS, with properties calculated with ωB97M-V with the def2-TZVPD basis set.

```
61
Properties=species:S:1:pos:R:3
C -1.3651 -1.4780 0.6820
C -1.6896 -0.4039 0.2647
C -2.1222 0.9377 0.1230
C -3.3996 1.3998 0.0765
C -4.5910 0.5078 0.1614
Br -4.9470 -0.1346 -1.6461
C -5.8327 1.0136 0.9184
C -7.0085 1.5176 0.0839
N -3.3051 2.7807 -0.0943
P -4.6618 3.9263 -0.2785
N -5.2438 4.0065 -1.6950
C -1.9935 3.0914 -0.1503
S -1.1993 4.6869 -0.3608
O -0.1204 4.5549 -1.2473
O -1.0390 5.1836 0.9508
F -2.3127 5.4574 -1.0839
N -1.2644 2.0000 -0.0253
C 0.2131 1.8319 -0.0821
N 0.6175 1.7867 -1.4585
H -0.9666 -2.4004 1.0379
H -4.2391 -0.3645 0.6979
H -5.5254 1.7367 1.6709
H -6.1998 0.1563 1.4767
H -6.7067 2.1736 -0.7275
H -7.5043 0.6691 -0.3771
H -7.7471 2.0014 0.7156
H -5.6043 3.5531 0.6834
H -4.0966 5.0988 0.2313
H -4.8324 3.4141 -2.4039
H 0.4040 0.8921 0.4310
H 0.6724 2.6695 0.4280
H 0.3170 0.9202 -1.8884
H 1.6326 1.8196 -1.5076
C 6.4794 0.3827 0.7805
C 5.2916 0.2475 0.1791
C 4.4748 1.4373 -0.2474
O 3.4032 1.2097 -0.8013
C 4.9771 2.7602 0.0146
C 6.1695 2.9044 0.6197
C 7.0037 1.7140 1.0330
O 8.0721 1.9416 1.5588
O 6.7016 4.0744 0.8970
O 4.7428 -0.9319 -0.0895
H 7.0751 -0.4643 1.0893
H 4.3752 3.6055 -0.2882
H 7.5630 3.8963 1.3259
H 3.8980 -0.7474 -0.5377
C 1.6805 -6.3128 1.3621
C 2.0962 -7.3312 0.5918
C 1.9784 -7.2915 -0.9106
O 2.3941 -8.2463 -1.5319
C 1.3756 -6.1183 -1.5243
C 0.9614 -5.1087 -0.7523
C 1.0984 -5.1413 0.7501
O 0.7111 -4.1759 1.3967
O 0.4040 -4.0060 -1.2536
O 2.6351 -8.4327 1.0763
H 1.7623 -6.3316 2.4394
H 1.2830 -6.1026 -2.6010
H 0.2055 -3.4358 -0.4936
H 2.8484 -9.0011 0.3103
```

Charge ... +1
2S+1 ... 1

Atomic partial charges in e from the natural (NBO) method, atoms 1 to 2: C -0.11; C -0.04

***

Record 2
Below is a molecular structure, C21H22BrIrN4O3, with properties calculated with ωB97M-V with the def2-TZVPD basis set.

```
52
Properties=species:S:1:pos:R:3
Ir 0.2428 -0.4312 0.1956
O 3.3402 1.4280 2.5657
C 2.5570 1.7156 3.5785
C 3.1522 1.7790 4.8602
C 2.3972 2.0715 5.9670
C 1.0331 2.3264 5.8284
C 0.4350 2.3011 4.5724
C 1.1624 1.9745 3.4421
C 0.5532 1.9654 2.0354
O 1.2268 1.2045 1.1489
N -0.8778 1.5966 2.0588
N -1.3187 0.9720 0.9881
C -2.5567 0.7811 0.6581
C -2.9170 0.1316 -0.5589
Br -1.4425 -0.1842 -1.8068
C -4.1703 -0.3166 -0.8383
C -4.7229 -0.8485 -2.0486
C -4.3755 -0.3694 -3.3261
C -5.0399 -0.8325 -4.4404
C -6.0301 -1.8036 -4.3179
C -6.3500 -2.3217 -3.0648
C -5.7294 -1.8322 -1.9403
H 2.8183 1.3508 1.7281
H 4.2156 1.6039 4.9209
H 2.8542 2.1147 6.9429
H 0.4333 2.5491 6.6968
H -0.6168 2.5325 4.5092
H 0.5931 3.0317 1.6955
H -1.5183 2.1340 2.6379
H -3.3789 1.1317 1.2773
H -4.8710 -0.2815 -0.0108
H -3.6490 0.4222 -3.4233
H -4.8006 -0.4323 -5.4121
H -6.5561 -2.1472 -5.1943
H -7.0944 -3.0958 -2.9758
H -5.9747 -2.2243 -0.9642
N -0.1245 -2.3175 0.8948
C -0.5909 -3.0878 1.6367
N -1.1778 -3.8686 2.4601
C -1.6843 -3.3376 3.7208
C -0.8455 -3.9467 4.8616
O -0.9182 -5.3419 4.8142
C -0.3899 -5.8619 3.6243
C -1.1566 -5.3233 2.4025
H -2.7247 -3.6554 3.8345
H -1.6253 -2.2489 3.7311
H -1.2510 -3.6430 5.8284
H 0.1976 -3.6024 4.7723
H -0.5008 -6.9439 3.6846
H 0.6747 -5.6056 3.5284
H -2.1939 -5.6704 2.4433
H -0.6932 -5.6651 1.4779
```

Charge ... +2
2S+1 ... 1

Atomic partial charges in e from the natural (NBO) method, atoms 1 to 2: Ir 1.29; O -0.65

***

Record 3
Below is a molecular structure, C21H22Cl2N2O7W, with properties calculated with ωB97M-V with the def2-TZVPD basis set.

```
55
Properties=species:S:1:pos:R:3
W 0.1100 0.0783 -0.8921
O -1.3133 -1.3387 -3.9626
C -1.5465 -1.2800 -2.8212
O -0.4272 -1.3612 -1.8641
C -2.8327 -1.0827 -2.0657
C -2.6892 -1.5861 -0.6188
C -4.0336 -1.6514 0.0839
C -4.3493 -0.1578 0.3250
C -3.1463 0.5272 -0.2950
O -2.0433 -0.4080 -0.0061
C -3.1651 0.4538 -1.8309
C -2.1189 1.4124 -2.3551
O -2.1601 2.0980 -3.3095
O -1.0096 1.4586 -1.4838
H -3.6247 -1.5728 -2.6281
H -2.0507 -2.4536 -0.4900
H -3.9480 -2.2000 1.0184
H -4.7728 -2.1575 -0.5345
H -4.4106 0.0723 1.3859
H -5.2737 0.1735 -0.1448
H -2.9008 1.5036 0.1091
H -4.1178 0.7247 -2.2787
C 2.0908 1.4342 -4.4144
C 2.0854 1.1933 -2.9532
O 1.0507 0.5293 -2.4962
C 3.0685 1.5567 -2.0784
C 3.0817 1.1032 -0.7562
C 4.3016 1.3377 0.0662
N 2.0526 0.4177 -0.2047
N 2.3572 -0.0627 1.0648
C 1.4175 -0.8084 1.5034
O 0.3307 -0.9459 0.6956
C 1.4172 -1.4967 2.7805
C 2.5627 -1.4605 3.5802
C 2.5624 -2.1159 4.7952
C 1.4278 -2.8019 5.2161
C 0.2879 -2.8370 4.4231
C 0.2793 -2.1862 3.2026
H 1.1199 1.8111 -4.7371
H 2.2572 0.4845 -4.9302
H 2.8773 2.1307 -4.6909
H 3.9236 2.1022 -2.4458
H 4.9916 1.9885 -0.4619
H 4.7893 0.3846 0.2794
H 4.0374 1.7611 1.0348
H 3.4404 -0.9282 3.2403
H 3.4461 -2.0979 5.4178
H 1.4333 -3.3143 6.1687
H -0.5887 -3.3734 4.7584
H -0.6036 -2.2081 2.5779
Cl -0.2744 1.8269 1.2703
C 0.1847 3.4985 0.6988
Cl -0.8596 4.6812 1.4173
H 0.0655 3.4944 -0.3792
H 1.2103 3.6486 1.0154
```

Charge ... +2
2S+1 ... 1

Atomic partial charges in e from the natural (NBO) method, atoms 1 to 2: W 2.40; O -0.39

***

Number 1: F_max 1.63 eV/A, DFT total energy -141442.199 eV. Number 2: F_max 5.21 eV/A, DFT total energy -107095.994 eV. Number 3: F_max 0.70 eV/A, DFT total energy -66302.998 eV.